[1]
# C2H5IO2

An isolated molecule of C2H5IO2 at a distorted geometry (ωB97M-V/def2-TZVPD, OMol25).

Geometry as XYZ:
```
10
Properties=species:S:1:pos:R:3:forces:R:3:nbo_charge:R:1
C -0.7180 -0.9834 -0.3195 7.1 1.5 -1.2 -0.66
C 0.3186 0.4463 0.0621 -5.7 -2.5 -1.0 0.33
O -0.0789 1.4374 -0.7702 0.8 2.3 -0.3 -0.72
O 0.1670 0.8041 1.3451 -0.7 -2.2 3.4 -0.75
I 2.4064 -0.2195 -0.4760 3.5 -1.0 -1.0 0.22
H -1.6616 -0.8302 -0.0754 -4.2 0.8 1.5 0.20
H -0.6382 -1.1643 -1.4103 0.1 -0.1 0.7 0.22
H -0.1376 -1.7253 0.2563 -0.8 -0.1 -0.3 0.20
H 0.3531 2.3056 -0.4953 -0.7 -1.5 -0.4 0.48
H -0.0108 -0.0707 1.8831 0.7 2.7 -1.4 0.49
```
Positions in Å, forces in eV/Å.

Properties
Expectation value of S²: 2.006
ΔE to the lowest compared entry with this formula, charge and spin in kJ/mol: 105.4
Frontier orbital gap (alpha / beta) in eV: 5.89 / 6.05
Multiplicity: 3
Lowest unoccupied orbital energy (alpha / beta) in eV: 0.641 / -3.343

=====

[2]
# C11H11NSe

An isolated molecule of C11H11NSe at a distorted geometry (ωB97M-V/def2-TZVPD, OMol25).

Geometry as XYZ:
```
24
Properties=species:S:1:pos:R:3:forces:R:3:nbo_charge:R:1
C -0.1200 1.9890 2.3500 -1.2 -2.5 -4.6 -0.19
C 0.5763 2.6187 1.3624 -0.1 -3.4 -1.2 -0.22
C -0.8844 0.8693 1.9498 0.2 -0.3 1.3 -0.21
C 0.7400 1.9156 0.1359 0.0 2.8 0.9 -0.18
C -0.7840 0.2931 0.6360 -0.1 1.0 1.0 -0.13
C 0.0397 0.8648 -0.3455 -0.2 -0.3 0.9 -0.03
C -1.6945 -0.7157 0.3384 -1.2 -2.3 0.2 0.27
C 0.1817 0.3978 -1.7844 0.7 -2.5 3.3 -0.39
C 1.5849 -0.2488 -2.0257 1.2 3.1 4.7 -0.46
C -2.4184 -3.0460 0.5711 0.8 0.6 0.9 -0.32
C 1.9318 -1.3800 -1.1067 -2.6 -2.1 -3.0 -0.24
N -1.8994 -1.9060 0.2817 -0.5 1.6 1.2 -0.24
Se 1.3648 -3.0583 -1.4114 0.4 1.3 0.2 0.08
H -0.1638 2.3620 3.2686 -0.4 1.4 3.8 0.20
H 1.0807 3.4686 1.6078 1.6 2.3 0.1 0.21
H -1.5275 0.4868 2.8013 0.5 -0.1 -1.7 0.22
H 1.3570 2.4081 -0.5410 1.2 0.8 -1.3 0.19
H -0.6771 -0.2440 -1.9523 0.2 -0.6 -0.5 0.22
H 0.1331 1.1843 -2.4122 -0.4 2.8 -2.1 0.22
H 1.6025 -0.6098 -2.9520 0.4 -1.2 -4.0 0.23
H 2.4101 0.6365 -1.8400 -2.0 -2.1 -0.8 0.21
H -2.5818 -3.4255 1.5724 0.1 0.7 0.1 0.20
H -2.7668 -3.5887 -0.2135 -0.6 -1.8 -2.1 0.19
H 2.5152 -1.2717 -0.2903 1.8 0.8 2.6 0.18
```
Positions in Å, forces in eV/Å.

Properties
ΔE to the lowest compared entry with this formula, charge and spin in kJ/mol: 553.4
Frontier orbital gap in eV: 6.40
Lowest unoccupied orbital energy in eV: -0.593

=====

[3]
# C50H58N3

A cluster of 6 separate species, C50H58N3 in total at a distorted geometry (ωB97M-V/def2-TZVPD, OMol25).

Geometry as XYZ:
```
111
Properties=species:S:1:pos:R:3:forces:R:3:mulliken_charge:R:1
C -9.4929 3.1183 -2.2698 0.4 -0.2 -0.5 -1.08
C -8.2191 2.1647 -2.3485 -0.3 0.6 -0.4 -0.28
C -7.2897 2.2557 -1.0620 0.6 -0.9 -1.1 -1.28
C -6.2013 1.1201 -1.2358 1.3 1.4 -0.8 0.84
C -5.0627 1.4693 -2.1063 0.3 -3.2 1.2 -1.00
C -3.9741 0.4689 -2.3037 -2.2 0.6 1.1 0.51
C -2.7736 0.8645 -3.2120 0.1 -0.4 -0.1 -0.95
C -1.5066 -0.0642 -3.0800 -0.1 0.2 0.5 -0.51
C -0.7033 0.1146 -1.7501 1.7 0.1 1.7 0.57
C 0.6906 -0.3990 -1.7062 -0.7 0.8 1.9 -0.45
C 1.4890 -0.3002 -0.4755 -2.4 0.7 -0.5 -0.60
C 0.9186 0.3270 0.7395 -0.8 -0.1 -1.5 -0.24
C -0.4391 0.8675 0.7316 0.9 -1.3 -2.7 -0.87
C -1.2167 0.7479 -0.5347 1.3 -0.4 0.5 0.10
C -4.1405 -0.8235 -1.6080 -1.7 1.6 0.3 0.07
C -5.3127 -1.1005 -0.7607 2.4 0.8 -1.6 -0.23
C -5.3421 -2.4853 -0.0551 -0.2 -0.3 0.1 -0.88
C -6.3882 -3.5044 -0.6489 -0.3 -0.2 0.1 -0.07
N -6.6959 -3.6478 -1.8808 0.8 0.9 1.3 -0.58
N -6.3066 -0.1193 -0.6042 1.2 -0.2 -1.2 0.27
C -7.4546 -0.4751 0.2567 -1.0 -0.6 1.8 -0.71
C -7.0853 -0.5136 1.8307 -0.2 -0.8 -0.1 -0.64
N -7.9432 0.3583 2.6522 0.8 -0.1 -0.6 -0.58
H -10.3244 2.6855 -2.8986 0.8 0.4 0.9 0.31
H -9.2353 4.1075 -2.7509 -0.3 -1.0 0.8 0.30
H -9.8212 3.2919 -1.2084 0.2 -0.2 -1.1 0.30
H -8.4968 1.1007 -2.6025 0.2 1.0 0.6 0.39
H -7.6241 2.5324 -3.2403 -0.4 -0.6 1.0 0.31
H -6.7391 3.2373 -1.1240 -0.6 -1.0 0.4 0.41
H -7.8443 2.1794 -0.0934 0.5 0.1 -0.9 0.38
H -4.9897 2.4607 -2.6269 -0.3 -1.1 0.8 0.44
H -2.4786 1.9436 -3.0427 -0.5 -1.2 0.0 0.42
H -3.1433 0.8051 -4.2824 0.3 0.0 1.1 0.45
H -1.8472 -1.1403 -3.1527 0.5 1.1 -0.1 0.28
H -0.8160 0.1534 -3.9450 -0.8 -0.3 0.9 0.41
H 1.1496 -0.8758 -2.6164 -0.6 0.6 1.1 0.20
H 2.5189 -0.7348 -0.5002 -1.1 0.6 0.2 0.36
H 1.5550 0.3937 1.6595 -0.7 -0.1 -1.0 0.35
H -0.9285 1.3519 1.6182 0.8 -0.6 -1.0 0.36
H -2.2515 1.1833 -0.5017 1.1 -0.5 -0.2 0.19
H -3.3358 -1.5863 -1.7084 -0.9 0.6 0.3 0.25
H -5.4969 -2.4324 1.0602 0.1 0.2 -1.2 0.30
H -4.3234 -2.9630 -0.1848 -1.1 0.7 0.1 0.42
H -6.8852 -4.1955 0.0954 0.6 0.8 -0.7 0.40
H -6.1392 -2.9631 -2.4157 -0.3 -0.2 -0.2 0.22
H -7.8797 -1.4970 0.0248 0.8 1.2 -0.4 0.27
H -8.3206 0.2327 0.1750 1.2 -0.5 -0.4 0.63
H -7.2676 -1.5722 2.1952 0.2 1.1 -0.5 0.29
H -5.9805 -0.3345 1.9973 -1.3 0.2 -0.2 0.38
H -8.8735 0.4490 2.2400 0.4 0.1 0.4 0.27
H -7.5116 1.2661 2.8244 -0.4 -0.3 -0.2 0.28
C 1.6276 -2.2440 -5.5737 0.1 0.0 0.0 0.07
C 2.1890 -1.0868 -6.1006 0.0 0.0 0.0 -0.32
C 3.2095 -1.1743 -7.0395 0.0 0.0 0.0 -0.44
C 3.6620 -2.4197 -7.4587 0.0 0.0 0.0 -0.43
C 3.0980 -3.5767 -6.9344 0.0 0.0 0.0 -0.33
C 2.0838 -3.4894 -5.9889 0.0 0.0 0.0 -0.60
H 0.8330 -2.1754 -4.8382 0.0 0.0 0.0 0.27
H 1.8312 -0.1148 -5.7784 0.0 0.0 0.0 0.35
H 3.6518 -0.2721 -7.4454 0.0 0.0 0.0 0.36
H 4.4547 -2.4882 -8.1945 0.0 0.0 0.0 0.36
H 3.4503 -4.5477 -7.2629 0.0 0.1 0.0 0.36
H 1.6480 -4.3919 -5.5762 0.0 0.0 0.0 0.36
C -5.0537 -8.6717 -3.7106 0.0 0.0 0.0 -0.33
C -3.9961 -8.0756 -4.3870 0.0 0.0 0.0 -0.42
C -3.8659 -6.6922 -4.3931 0.0 0.0 0.0 -0.46
C -4.7888 -5.9049 -3.7141 0.0 -0.1 0.0 -0.27
C -5.8446 -6.5006 -3.0344 0.0 -0.1 0.0 -0.09
C -5.9795 -7.8841 -3.0362 0.1 0.0 -0.1 -0.58
H -5.1568 -9.7507 -3.7090 0.0 0.1 0.0 0.37
H -3.2729 -8.6900 -4.9108 0.0 0.0 0.0 0.36
H -3.0445 -6.2272 -4.9266 0.0 0.0 0.0 0.37
H -4.6845 -4.8250 -3.7152 0.0 0.0 0.0 0.28
H -6.5616 -5.8872 -2.5051 0.0 -0.1 -0.1 0.41
H -6.8058 -8.3489 -2.5110 0.0 0.0 0.0 0.36
C 5.6210 -0.1037 3.6178 0.0 0.0 0.0 -0.55
C 6.0347 1.0307 4.3057 0.0 0.0 0.0 -0.24
C 5.7989 2.2925 3.7727 -0.1 0.0 0.0 -0.55
C 5.1404 2.4205 2.5554 0.0 0.0 0.0 -0.41
C 4.7234 1.2862 1.8690 0.0 0.0 0.0 -0.33
C 4.9673 0.0239 2.3977 0.0 0.1 0.0 -0.43
H 5.8082 -1.0876 4.0322 0.0 0.1 0.0 0.38
H 6.5425 0.9318 5.2586 0.0 0.0 -0.1 0.43
H 6.1280 3.1769 4.3070 0.0 0.0 0.0 0.54
H 4.9524 3.4048 2.1419 0.0 0.0 0.0 0.39
H 4.2082 1.3863 0.9196 0.0 0.0 0.0 0.42
H 4.6468 -0.8612 1.8594 0.0 0.0 0.0 0.36
C 5.6262 3.5329 7.4640 0.0 0.0 0.0 -0.36
C 6.4169 2.5702 8.0803 0.0 0.0 0.0 -0.34
C 7.5246 2.9537 8.8267 0.0 0.0 0.0 -0.47
C 7.8363 4.3013 8.9648 0.0 0.0 0.0 -0.39
C 7.0436 5.2641 8.3514 0.0 0.0 0.0 -0.43
C 5.9410 4.8802 7.5974 0.0 0.0 0.0 -0.37
H 4.7639 3.2331 6.8788 0.0 0.0 0.0 0.43
H 6.1697 1.5193 7.9781 0.0 0.1 0.0 0.43
H 8.1448 2.2026 9.3019 0.0 0.0 0.0 0.37
H 8.6974 4.6007 9.5508 0.0 0.0 0.0 0.38
H 7.2861 6.3151 8.4606 0.0 -0.1 0.0 0.38
H 5.3261 5.6311 7.1147 0.0 0.0 0.0 0.37
C 9.5464 4.1546 3.7460 0.0 0.0 0.0 -0.41
C 9.2415 3.1227 2.8663 0.0 0.0 0.0 0.16
C 10.1721 2.7218 1.9151 0.0 0.0 0.0 -0.59
C 11.4119 3.3468 1.8498 0.0 0.0 0.0 -0.33
C 11.7180 4.3763 2.7320 0.0 0.0 0.0 -0.44
C 10.7842 4.7832 3.6773 0.0 0.0 0.0 -0.45
H 8.8188 4.4694 4.4863 0.0 0.0 0.0 0.43
H 8.2767 2.6307 2.9219 0.1 0.0 0.0 0.17
H 9.9315 1.9214 1.2248 0.0 0.0 0.0 0.37
H 12.1396 3.0311 1.1111 0.0 0.0 0.0 0.36
H 12.6857 4.8625 2.6821 -0.1 0.0 0.0 0.35
H 11.0213 5.5896 4.3616 0.0 0.0 0.0 0.37
```
Positions in Å, forces in eV/Å.

Properties
Charge: +1
ΔE to the lowest compared entry with this formula, charge and spin in kJ/mol: 281.6
Frontier orbital gap in eV: 6.16
Lowest unoccupied orbital energy in eV: -3.997

=====

[4]
# C7H18N6OP

The ion C7H18N6OP with charge +1 at a distorted geometry (ωB97M-V/def2-TZVPD, OMol25).

Geometry as XYZ:
```
33
Properties=species:S:1:pos:R:3:forces:R:3:nbo_charge:R:1
C -0.5735 -2.3797 -1.6159 -0.7 -2.9 0.8 -0.42
N 0.1413 -1.9967 -0.3530 0.2 0.0 -0.5 -0.98
P 1.2334 -0.7104 -0.4561 0.4 0.7 0.6 2.30
O 2.5271 -1.0047 -1.0557 0.4 -0.4 -0.4 -1.07
N 1.4616 -0.3203 1.2442 -0.6 -1.9 -2.1 -0.58
C 2.8063 -0.1013 1.6982 0.9 -1.0 -0.5 -0.44
N 0.4752 0.5737 1.6451 -1.5 0.5 0.2 -0.25
C -0.7816 0.0694 1.7287 -0.6 -1.6 0.2 0.42
N -1.7809 0.5299 0.9972 1.4 -0.8 0.7 -0.35
C -3.1071 -0.0275 1.1917 -1.5 2.6 -0.7 -0.42
C -1.5203 1.2544 -0.2747 0.4 -1.4 -0.8 -0.05
N -0.1436 1.6163 -0.3723 0.3 0.7 -1.1 -0.28
C 0.4831 1.8532 0.8998 2.8 -2.1 0.6 -0.10
N 0.5381 0.6850 -1.1560 1.4 -3.0 1.3 -0.64
C 0.9034 1.0076 -2.5305 -0.3 2.4 2.8 -0.39
H -0.1768 -3.2026 -2.2939 0.3 0.8 1.4 0.23
H -1.6560 -2.6991 -1.4693 1.3 0.8 0.2 0.21
H -0.4710 -1.5448 -2.1846 -0.6 2.5 -2.1 0.19
H 0.7682 -2.7275 -0.0167 -0.5 -0.3 0.2 0.41
H 2.7782 -0.0778 2.7049 -0.6 -0.1 3.8 0.21
H 3.5609 -0.9180 1.5827 -1.1 0.6 -1.0 0.27
H 3.2232 0.8496 1.5252 0.7 1.2 -1.3 0.19
H -1.0091 -0.8217 2.3943 0.6 1.2 -0.8 0.24
H -3.8044 0.5510 0.4468 0.9 -1.0 2.0 0.24
H -3.1160 -1.0143 0.8950 0.1 -2.3 -0.9 0.22
H -3.3802 -0.0308 2.2565 -0.3 0.6 -0.5 0.24
H -2.1051 2.1072 -0.2447 -1.5 1.7 0.0 0.21
H -1.7936 0.6169 -1.2203 0.4 1.0 2.1 0.25
H 1.5985 2.0143 0.9890 -1.2 0.7 -1.5 0.25
H 0.0735 2.5049 1.5995 -1.5 1.8 0.3 0.23
H 0.0566 1.0299 -3.0870 -2.9 0.6 -1.8 0.19
H 1.3239 1.9886 -2.4328 0.6 0.5 -0.8 0.21
H 1.4666 0.3252 -3.0352 2.3 -2.0 -0.5 0.24
```
Positions in Å, forces in eV/Å.

Properties
Charge: +1
ΔE to the lowest compared entry with this formula, charge and spin in kJ/mol: 0.0
Frontier orbital gap in eV: 8.88
Lowest unoccupied orbital energy in eV: -3.911
SMILES: CN[P@]1(=O)N(C)N2C=[N+](C)CN(C2)N1C